# 1
Molecular formula: H5N2OP
Method: DFT, ωB97M-V/def2-TZVPD

Each line ends with the Löwdin charge.
Cartesian coordinates (Å):
N -0.4403 -0.7070 -0.4081  -0.25
N 0.3462 1.4451 1.0632  -0.32
O -1.0426 -1.7793 -1.2544  -0.22
P 1.3173 0.0874 0.8230  0.76
H -1.0018 -1.4181 -2.2130  0.10
H -0.8177 -1.1474 0.4244  -0.03
H -0.1138 1.6132 0.1847  0.00
H -0.2043 1.3146 1.8951  0.01
H 1.9570 0.5914 -0.5147  -0.07

The calculation puts the max |F| at 3.40 eV/A. The frontier orbital gap (alpha / beta) comes out at 8.11 / 8.11 eV. For the LUMO energy (alpha / beta), the calculation gives 0.07 / 0.07 eV. The calculation puts the energy above the lowest of the compared OMol25 structures with the same formula, charge and spin at 5.652 eV. The calculation puts the total energy at -528.95270 Ha.

=====

# 2
Molecular formula: H5N2P
Method: DFT, ωB97M-V/def2-TZVPD

Each line ends with the Löwdin charge.
Cartesian coordinates (Å):
N -0.1451 0.9215 -0.5401  -0.33
N -1.6501 -0.9858 0.0871  -0.26
P -0.0707 -0.6055 -0.1460  0.65
H 0.7378 1.3666 -0.6923  -0.11
H 2.3480 0.7337 0.6139  -0.03
H -1.6601 -2.0222 0.1454  0.02
H -2.4090 -0.6207 -0.4107  0.01
H 2.8493 1.2123 0.9428  0.04

The calculation puts the max |F| at 3.29 eV/A. The SMILES is [H]/N=P/N.[H][H]. The frontier orbital gap comes out at 9.99 eV. For the LUMO energy, the calculation gives 0.60 eV. The calculation puts the energy above the lowest of the compared OMol25 structures with the same formula, charge and spin at 0.732 eV. The calculation puts the total energy at -453.82131 Ha.

=====

# 3
Molecular formula: H5N2P
Method: DFT, ωB97M-V/def2-TZVPD

Each line ends with the Löwdin charge.
Cartesian coordinates (Å):
N -1.2289 -0.0422 0.3375  -0.35
N 1.3130 -0.2597 0.4153  -0.29
P 0.1738 0.9512 0.2545  0.62
H -2.2200 0.2317 0.3352  0.03
H -1.3422 -0.7417 -0.4119  0.02
H 1.2699 -1.3017 0.1686  0.09
H 2.2250 -0.0512 0.5312  -0.04
H -0.1906 1.2137 -1.6304  -0.08

The calculation puts the max |F| at 4.59 eV/A. The frontier orbital gap comes out at 9.18 eV. For the LUMO energy, the calculation gives 0.99 eV. The calculation puts the energy above the lowest of the compared OMol25 structures with the same formula, charge and spin at 1.317 eV. The calculation puts the total energy at -453.79983 Ha.

=====

# 4
Molecular formula: H5N2PS
Method: DFT, ωB97M-V/def2-TZVPD

Each line ends with the Löwdin spin population.
Cartesian coordinates (Å):
N -0.7494 -1.3329 -0.3356  0.17
N -0.5948 1.1600 0.5022  0.34
P 0.1517 0.0852 -0.6641  0.79
S 1.8678 -0.2834 0.4740  0.53
H -1.1386 -1.6279 -1.2136  0.03
H 0.0170 -1.9660 0.0376  0.04
H -0.4339 2.1647 0.4394  0.01
H -1.4481 0.9351 0.9939  0.01
H 2.3283 0.8652 -0.2338  0.08

The calculation puts the max |F| at 4.46 eV/A. The frontier orbital gap (alpha / beta) comes out at 5.17 / 6.28 eV. Its expectation value of S² is 2.01. As for the spin multiplicity: 3. For the LUMO energy (alpha / beta), the calculation gives 1.00 / -2.68 eV. The calculation puts the energy above the lowest of the compared OMol25 structures with the same formula, charge and spin at 0.492 eV. The calculation puts the total energy at -851.90268 Ha.

=====

# 5
Molecular formula: H5N2PS2
Method: DFT, ωB97M-V/def2-TZVPD

Each line ends with the Löwdin charge.
Cartesian coordinates (Å):
N 0.4557 -1.0528 -0.8798  -0.22
N -1.0514 0.0952 1.1826  -0.21
P -0.0980 0.4296 -0.3326  -0.09
S -1.0468 1.5774 -1.5998  0.12
S 1.7295 1.3736 0.4626  0.36
H 0.1712 -1.9921 -0.4887  0.08
H 0.6221 -1.0990 -1.9235  0.07
H -1.7922 0.8119 1.4869  0.06
H -0.7069 -0.2038 2.1205  0.04
H 2.5766 1.1483 -0.5371  -0.22

The calculation puts the max |F| at 2.53 eV/A. The SMILES is NP(N)(=S)S. The frontier orbital gap comes out at 9.25 eV. For the LUMO energy, the calculation gives 0.56 eV. The calculation puts the energy above the lowest of the compared OMol25 structures with the same formula, charge and spin at 0.604 eV. The calculation puts the total energy at -1250.27849 Ha.

=====

# 6
Molecular formula: H5N3OS
Method: DFT, ωB97M-V/def2-TZVPD

Each line ends with the Löwdin charge.
Cartesian coordinates (Å):
N 0.8347 -0.8657 -1.3688  -0.21
N -0.3553 -1.2361 0.7922  -0.09
N -0.3641 1.2612 -0.1775  -0.13
O 1.6151 0.3161 0.8158  -0.35
S 0.5860 -0.2005 -0.0287  0.52
H 1.2302 -0.0829 -1.9445  0.04
H -0.5496 -1.0419 1.7744  0.09
H -1.2218 -1.1652 0.3507  0.03
H -1.2371 1.0149 -0.6889  0.06
H -0.5380 2.0002 0.4754  0.04

The calculation puts the max |F| at 3.73 eV/A. The SMILES is N=S(N)(N)=O. The frontier orbital gap comes out at 10.61 eV. For the LUMO energy, the calculation gives 0.44 eV. The calculation puts the energy above the lowest of the compared OMol25 structures with the same formula, charge and spin at 0.000 eV. The calculation puts the total energy at -640.62112 Ha.

=====

# 7
Molecular formula: H5N3S2
Method: DFT, ωB97M-V/def2-TZVPD

Each line ends with the Löwdin charge.
Cartesian coordinates (Å):
N -0.5545 -1.2450 0.0690  0.00
N 0.0804 2.5369 0.2175  -0.68
N 0.4641 1.3289 0.1125  -0.52
S -1.4761 2.9546 0.4591  0.47
S 2.0153 0.8825 -0.1396  0.76
H -0.8738 -2.1450 0.4099  0.02
H -0.9888 -0.5234 0.6303  -0.01
H 0.7545 3.3137 0.1561  0.08
H -0.9002 -1.1362 -0.8775  0.02
H 1.6423 -0.4045 -0.1480  -0.15

The calculation puts the max |F| at 2.13 eV/A. The frontier orbital gap (alpha / beta) comes out at 7.60 / 7.59 eV. For the LUMO energy (alpha / beta), the calculation gives -0.43 / -0.43 eV. The calculation puts the energy above the lowest of the compared OMol25 structures with the same formula, charge and spin at 0.627 eV. The calculation puts the total energy at -963.54529 Ha.

=====

# 8
Molecular formula: H5N4PS
Method: DFT, ωB97M-V/def2-TZVPD

Each line ends with the Löwdin charge.
Cartesian coordinates (Å):
N -1.6005 1.6338 -0.3697  -0.03
N -1.8745 0.3906 -0.1728  -0.41
N 2.0355 0.1351 0.4727  -0.11
N 0.7817 0.2066 -0.2086  -0.36
P -0.7065 -0.5688 0.6242  0.57
S -1.0565 -2.0857 -0.8612  0.38
H -2.2856 2.0561 -1.1090  0.09
H 2.2638 -0.8559 0.6192  0.06
H 2.0505 0.5916 1.3947  0.06
H 0.6486 1.2128 -0.3490  0.03
H -0.2563 -2.7162 -0.0406  -0.27

The calculation puts the max |F| at 4.59 eV/A. The SMILES is [H]/N=N/P(S)NN. The frontier orbital gap comes out at 8.33 eV. For the LUMO energy, the calculation gives -0.37 eV. The calculation puts the energy above the lowest of the compared OMol25 structures with the same formula, charge and spin at 2.638 eV. The calculation puts the total energy at -961.46147 Ha.